This record from OMol25 describes a cluster of 4 separate species, C2H12O3S in total in a non-equilibrium geometry. The level of theory is ωB97M-V/def2-TZVPD.

Last column: natural (NBO) charge in e.
Geometry (Å):
C1 -1.48 -0.83 0.99  -0.723
S1 -0.46 -1.43 -0.43  0.113
C2 -0.53 -3.23 0.06  -0.728
H1 -0.87 -0.74 1.83  0.207
H2 -1.83 0.21 0.60  0.261
H3 -2.30 -1.39 1.30  0.208
H4 -0.51 -3.80 -0.89  0.228
H5 -1.60 -3.34 0.50  0.231
H6 0.38 -3.39 0.70  0.228
O1 1.83 0.76 -0.59  -0.961
H7 2.68 0.32 -0.37  0.465
H8 1.23 0.04 -0.47  0.478
O2 -0.99 2.10 -0.67  -0.949
H9 -0.94 1.69 -1.51  0.463
H10 -0.56 2.96 -0.83  0.489
O3 1.76 3.57 0.15  -1.008
H11 2.24 3.94 -0.70  0.479
H12 1.94 2.56 0.36  0.519

Values from the calculation:
**Relative energy (zero: lowest compared OMol25 entry of this formula, charge and spin)**: 131.3 kJ/mol
**SMILES**: CSC.O.O.O
**HOMO-LUMO gap**: 9.6 eV
**Charge**: 0